No. 1
Density functional theory data (wB97M-V/def2-TZVPD) for a structure of composition C27H24ClN4O4S2Sc.

CARTESIAN COORDINATES (ANGSTROEM)
O1 1.981 -0.480 0.905
O2 3.669 -0.168 4.967
N1 1.346 -1.604 -1.616
C1 2.486 -0.462 5.467
C2 1.324 -0.430 4.519
C3 0.305 -1.972 -2.556
Cl1 -0.579 -0.835 6.449
Sc1 0.218 -0.313 0.126
H1 3.651 0.023 3.995
H2 1.462 -1.761 -4.358
N2 1.365 1.344 -1.403
H3 2.737 1.152 -3.022
C4 1.942 -2.836 -1.050
H4 2.504 -3.373 -1.821
H5 1.156 -3.481 -0.670
H6 -0.356 -2.437 -5.846
C5 -2.721 -0.628 2.316
C6 -0.523 -2.411 -4.778
C7 0.089 4.294 -3.336
C8 -1.754 -2.771 -4.252
H7 3.170 -0.674 -1.369
C9 -3.064 0.004 4.606
C10 -1.610 3.589 -1.800
H8 -6.004 -0.083 2.923
C11 -0.015 -0.536 4.883
C12 -4.941 -0.165 3.105
O3 3.501 0.104 2.415
H9 -1.839 5.223 -3.158
H10 -4.456 -0.719 1.086
H11 -2.693 0.247 5.583
H12 3.119 1.238 -0.208
C13 2.458 1.986 -0.638
H13 -2.590 3.699 -1.355
H14 -2.909 -3.022 -2.454
H15 2.031 2.582 0.168
C14 -1.958 -2.737 -2.883
H16 1.904 3.180 -3.284
C15 1.270 -0.307 3.121
C16 -0.941 -2.333 -2.019
H17 2.911 -1.242 -3.017
C17 -4.425 0.092 4.364
C18 2.362 -0.211 2.102
C19 -2.201 -0.368 3.579
C20 -4.079 -0.520 2.081
C21 2.424 -0.770 -2.158
H18 2.610 -2.574 -0.232
H19 3.046 2.647 -1.282
C22 0.502 -2.023 -3.929
N3 -0.776 -0.450 3.757
C23 1.913 0.601 -2.558
C24 -1.184 4.440 -2.800
H20 -2.075 -0.937 1.512
S1 -1.234 -2.327 -0.281
H21 -2.559 -3.073 -4.909
O4 2.335 -0.732 6.630
H22 -5.082 0.370 5.177
C25 0.476 2.403 -1.880
C26 -0.789 2.564 -1.317
C27 0.908 3.282 -2.869
H23 1.116 0.494 -3.293
H24 0.445 4.963 -4.107
N4 0.017 -0.326 2.679
S2 -1.394 1.570 -0.005

Forces on the atoms, in the same order (eV/Å):
1.0 0.0 0.5
0.2 0.0 0.2
0.0 0.0 0.3
-0.2 0.0 0.1
-0.2 0.1 0.0
-0.4 0.0 0.0
-0.3 0.0 -0.1
-1.1 0.0 -1.3
0.0 0.0 -0.1
0.0 0.0 0.0
-0.3 0.0 0.0
0.0 0.0 0.0
0.1 -0.1 0.0
0.0 0.1 0.0
0.0 0.0 0.0
0.0 0.0 0.0
0.2 -0.1 0.2
0.0 0.0 0.0
0.0 0.0 0.0
0.0 0.0 0.0
0.0 0.0 0.0
0.2 0.0 -0.1
0.0 0.0 0.0
0.0 0.0 0.0
0.4 -0.1 -0.1
0.0 0.0 0.0
-0.1 -0.1 -0.2
0.0 0.0 0.0
0.0 0.0 0.0
0.1 0.0 0.1
0.0 0.0 0.0
0.1 -0.1 0.1
0.0 0.0 0.0
0.0 0.0 0.0
0.0 0.0 0.0
0.1 0.0 0.0
0.0 0.0 0.0
-0.1 -0.1 0.2
0.2 0.0 0.0
0.0 0.0 0.0
0.0 0.0 0.0
0.2 0.1 0.4
-0.5 0.0 -0.1
0.0 0.0 0.0
-0.1 0.3 0.0
0.0 0.0 0.0
-0.1 0.0 0.0
0.2 0.0 -0.1
0.0 0.1 0.2
0.1 -0.2 0.0
0.0 0.0 0.0
-0.1 0.0 0.0
0.1 0.1 0.2
0.0 0.0 0.0
0.0 0.0 0.0
0.0 0.0 0.0
-0.2 0.1 0.0
0.1 0.0 -0.1
0.1 -0.1 0.0
0.0 0.1 0.0
0.0 0.0 0.0
0.5 0.0 -0.5
0.1 -0.2 0.3

Computed properties:
E_LUMO: -0.29 eV
Calculated total energy: -3580.77745 a.u.
Energy relative to the best compared isomer or geometry (same formula, charge and spin): 0.731 eV



No. 2
Density functional theory data (wB97M-V/def2-TZVPD) for a structure of composition C27H24ClNO2PSn.

CARTESIAN COORDINATES (ANGSTROEM)
C1 -3.113 -3.071 -0.828
C2 0.307 5.150 0.474
C3 1.394 4.815 -0.360
H1 -0.480 6.514 1.932
C4 1.047 0.589 1.842
H2 5.798 1.642 -1.039
C5 0.356 4.061 -2.885
C6 -2.573 -1.830 -0.141
H3 3.454 1.979 -0.323
C7 -0.156 3.159 -3.840
H4 1.304 1.639 2.021
H5 5.012 3.845 -4.645
H6 3.504 7.333 0.545
C8 3.357 3.646 -3.287
P1 1.199 3.340 -1.428
C9 -0.175 -0.056 2.238
C10 -0.956 4.998 -5.186
C11 0.369 6.265 1.301
C12 0.187 5.435 -3.099
H7 2.808 -0.171 0.627
H8 -0.045 2.092 -3.675
C13 -0.795 3.627 -4.981
O1 0.229 -2.532 -2.030
O2 -3.160 -1.149 0.682
H9 -0.583 4.528 0.461
C14 4.676 3.440 -3.694
H10 3.392 5.371 -0.950
C15 2.544 5.615 -0.319
H11 -4.004 -2.780 -1.393
H12 -1.464 5.362 -6.076
C16 5.115 2.205 -1.671
H13 1.376 -2.495 0.461
C17 3.801 2.394 -1.265
Sn1 -0.069 0.088 -0.213
C18 2.604 6.724 0.524
C19 1.519 7.055 1.332
C20 2.903 3.131 -2.066
H14 -2.264 -3.520 -2.773
C21 -1.994 -3.540 -1.712
Cl1 -1.915 1.290 -0.313
H15 -3.368 -3.801 -0.049
H16 2.680 4.211 -3.918
H17 0.571 6.145 -2.374
N1 -1.294 -1.605 -0.596
H18 -1.617 -4.529 -1.426
C22 5.558 2.724 -2.889
H19 -0.997 -2.102 1.765
H20 -0.591 6.967 -4.392
C23 1.844 -0.370 1.108
C24 1.094 -1.595 1.024
H21 1.569 7.922 1.987
C25 -0.467 5.897 -4.242
H22 6.585 2.566 -3.209
H23 -1.178 2.919 -5.712
C26 -0.166 -1.388 1.709
C27 -0.870 -2.535 -1.494
H24 -1.026 0.428 2.728

Forces on the atoms, in the same order (eV/Å):
-0.4 0.2 0.5
0.5 0.0 -0.2
-0.3 0.1 0.8
0.1 0.0 -0.1
-1.2 0.6 0.5
-0.1 0.1 -0.1
-0.6 -0.4 -0.4
-1.5 0.6 0.9
0.1 0.1 0.0
0.1 0.5 0.3
0.0 -0.6 0.0
-0.1 -0.1 0.2
-0.2 -0.1 0.0
0.0 -0.1 0.3
0.5 0.5 -0.6
0.6 -0.1 -0.3
0.1 -0.1 0.2
0.0 0.0 0.0
0.0 -0.2 0.1
-0.3 -0.2 0.4
0.0 0.0 -0.1
0.0 0.0 0.0
-0.6 0.5 0.6
0.7 -0.8 -0.6
0.0 0.1 0.0
0.0 0.0 0.1
-0.1 0.0 0.1
-0.2 -0.2 0.0
0.0 -0.2 0.3
0.1 -0.1 0.2
0.0 0.0 0.0
-0.1 0.6 0.4
-0.2 0.3 -0.5
0.8 -0.6 -0.1
-0.1 -0.1 0.0
0.0 -0.2 -0.1
0.5 -0.5 0.1
0.2 -0.2 0.2
0.7 -0.3 -0.4
-1.2 1.9 -0.4
-0.2 0.2 -0.3
0.1 -0.1 0.0
-0.1 0.0 -0.1
0.7 0.7 -1.1
-0.1 0.1 -0.4
-0.2 0.0 0.1
0.7 0.5 0.2
0.0 -0.2 0.0
-0.2 0.0 -1.3
-1.1 -0.7 1.0
0.0 -0.2 -0.1
0.1 -0.1 0.0
-0.2 0.0 0.1
0.1 0.1 0.1
1.7 -0.4 0.9
0.3 -0.8 -0.9
0.5 -0.3 -0.2

Computed properties:
Net charge: +1
E_LUMO (spin up / spin down): -6.30 / -6.30 eV
Calculated total energy: -2264.07531 a.u.



No. 3
Density functional theory data (wB97M-V/def2-TZVPD) for a structure of composition C27H24CoN4O2.

CARTESIAN COORDINATES (ANGSTROEM)
H1 -6.093 -0.423 -0.548
H2 -0.661 -2.952 3.230
C1 1.205 -1.235 -2.432
H3 -3.969 2.961 -2.052
H4 1.125 -0.282 -2.939
C2 -0.995 -1.931 3.350
H5 0.631 2.734 2.513
H6 -2.088 3.030 -3.673
C3 1.864 -3.519 -2.310
C4 -5.154 1.346 -1.312
C5 -1.809 0.772 3.574
N1 0.687 -1.288 -1.202
C6 1.549 0.699 0.444
C7 -2.267 3.173 0.832
H7 -3.050 2.592 0.360
H8 -1.743 -2.150 5.327
N2 -0.207 -1.306 1.106
C8 -1.983 -0.126 4.590
H9 -1.484 6.365 1.660
C9 -1.582 -1.485 4.491
H10 1.579 2.773 -0.007
H11 2.218 -2.244 -4.018
C10 -1.176 2.515 1.384
O1 2.104 0.142 1.331
H12 -6.075 1.910 -1.355
N3 -1.032 1.104 1.261
C11 -2.374 4.555 0.928
H13 -0.434 3.341 -3.063
H14 2.326 -4.393 -2.748
C12 -0.799 -1.018 2.288
H15 1.985 1.766 -1.391
C13 -1.458 3.109 -2.788
C14 -0.205 3.254 2.060
H16 -1.845 3.926 -2.173
C15 -1.210 0.347 2.360
C16 1.805 -2.327 -3.023
H17 1.352 -4.485 -0.443
C17 0.753 -2.441 -0.501
H18 0.441 5.195 2.688
C18 -3.984 -0.700 -0.813
H19 -1.897 -0.716 -1.237
C19 -1.490 1.854 -1.980
C20 -2.797 -0.109 -1.204
H20 -2.130 1.799 3.679
H21 -3.994 -1.731 -0.487
H22 3.169 1.968 -0.057
O2 -0.412 1.382 -1.592
H23 -2.448 0.211 5.508
C21 -3.967 1.934 -1.711
C22 2.117 1.876 -0.319
N4 0.197 -2.461 0.776
H24 -3.235 5.058 0.504
C23 1.330 -3.583 -1.037
C24 -1.398 5.289 1.584
C25 -0.316 4.632 2.158
C26 -2.770 1.219 -1.638
C27 -5.163 0.034 -0.857
Co1 -0.146 0.113 -0.131

Forces on the atoms, in the same order (eV/Å):
0.0 0.0 0.0
0.0 0.0 0.0
0.0 0.0 0.0
0.0 0.0 0.0
0.0 0.0 0.0
0.0 0.0 0.0
0.0 0.0 0.0
0.0 0.0 0.0
0.0 0.0 0.0
0.0 0.0 0.0
0.0 0.0 0.1
0.0 0.0 0.0
0.1 -0.1 0.0
-0.1 0.0 0.1
0.1 0.1 0.2
0.0 0.0 0.0
0.1 0.1 -0.2
0.0 0.1 0.0
0.0 0.0 0.0
0.0 0.0 0.0
0.0 0.0 0.0
0.0 0.0 0.0
0.1 0.1 0.0
-0.1 0.0 0.0
0.0 0.0 0.0
0.1 -0.1 0.1
0.0 0.0 0.0
0.0 0.0 0.0
0.0 0.0 0.0
-0.1 0.0 0.0
0.0 0.0 0.0
0.0 -0.1 0.0
0.0 0.0 0.0
0.0 0.0 0.0
0.0 0.0 -0.2
0.0 0.0 0.0
0.0 0.0 0.0
0.0 0.1 -0.2
0.0 0.0 0.0
0.0 0.0 0.0
0.0 0.0 0.0
0.0 0.1 0.0
0.0 0.1 -0.1
0.0 0.0 0.0
0.0 0.0 0.0
0.0 0.0 0.0
0.0 0.2 0.1
0.0 0.0 0.0
0.0 -0.1 -0.2
-0.1 0.0 0.1
0.0 0.0 0.2
0.0 0.0 0.0
0.0 0.0 0.1
0.0 0.0 0.0
0.0 0.0 0.0
-0.1 -0.2 -0.1
0.0 0.0 0.0
-0.3 -0.1 0.2

Computed properties:
Net charge: +1
E_LUMO (spin up / spin down): -4.26 / -4.26 eV
Calculated total energy: -2795.34411 a.u.



Q: Look up the calculated total energy of the first one.
A: -3580.77745 a.u.



Q: The lowest calculated total energy belongs to which entry?
A: C27H24ClN4O4S2Sc



Q: Among the records above, which one has the highest calculated total energy?
A: C27H24ClNO2PSn